Computed, not measured: a molecular structure, C3F17HfN4O25S11 at a distorted geometry, with ωB97M-V/def2-TZVPD.

Positions of all 61 atoms, in Å:
Hf (-25.0279, 20.3681, 0.3672)
C (-28.5051, 15.0641, -4.5825)
F (-28.7633, 13.8238, -5.0301)
F (-27.9288, 15.6641, -5.7271)
F (-29.6770, 15.6347, -4.2936)
S (-27.1716, 14.8855, -3.1985)
O (-27.7849, 14.0368, -2.1864)
O (-25.9886, 14.3199, -3.7873)
O (-26.9805, 16.2303, -2.5951)
C (-30.8842, 18.0624, 4.9450)
F (-31.5262, 17.3042, 5.8349)
F (-31.6243, 18.0180, 3.8376)
F (-30.7402, 19.2984, 5.3858)
S (-29.1214, 17.4192, 4.4987)
O (-29.2466, 16.1223, 3.8411)
O (-28.7353, 18.4474, 3.5082)
O (-28.2881, 17.4592, 5.7150)
C (-20.5871, 14.2662, 2.7242)
F (-19.7817, 15.3928, 2.7330)
F (-20.5514, 13.6771, 1.5082)
F (-20.1897, 13.2560, 3.4339)
S (-22.4325, 14.6128, 2.9778)
O (-22.6478, 14.6591, 4.4391)
O (-22.6721, 15.9252, 2.3602)
O (-23.2872, 13.5590, 2.3934)
N (-27.6582, 22.0823, -3.1120)
S (-27.6373, 22.6146, -4.5710)
O (-27.3640, 23.9891, -4.7421)
O (-28.3880, 21.8936, -5.5946)
F (-26.1646, 21.9770, -4.8451)
S (-29.2827, 22.6838, -3.0835)
O (-30.2839, 21.6793, -3.2338)
O (-29.5525, 24.1425, -3.1641)
F (-29.2160, 22.5450, -1.5130)
N (-25.0286, 24.7212, 1.6973)
S (-25.8558, 25.6152, 2.8824)
O (-27.0462, 26.3004, 2.3695)
O (-25.1056, 26.1532, 3.9997)
F (-26.4947, 24.2012, 3.4626)
S (-24.3865, 26.0703, 1.2387)
O (-23.2361, 26.5206, 1.9929)
O (-25.2229, 26.9676, 0.4620)
F (-23.6520, 25.2928, -0.0314)
N (-20.6528, 20.1987, -0.9347)
S (-19.0459, 20.8611, -0.5176)
O (-18.8206, 22.1040, -1.2601)
O (-17.9953, 19.9660, -0.1142)
F (-19.5545, 21.3661, 0.9623)
S (-19.8590, 19.3286, -2.0080)
O (-19.3152, 18.0697, -1.5775)
O (-19.4139, 20.0034, -3.1906)
F (-21.3034, 18.8870, -2.5455)
N (-21.9894, 19.1092, 8.1433)
S (-22.3275, 20.5738, 7.2704)
O (-22.6998, 20.3688, 5.8472)
O (-21.4753, 21.7414, 7.5037)
F (-23.7478, 20.8861, 8.0123)
S (-20.4353, 19.3549, 8.1172)
O (-19.9138, 20.1590, 9.2059)
O (-19.8037, 19.5014, 6.8125)
F (-20.0588, 17.8453, 8.5288)

Cartesian forces, eV/Å:
0.2 0.4 -0.2
1.2 -0.3 -2.2
-0.2 -0.1 0.6
-1.0 -0.1 2.2
1.3 0.0 0.1
-0.1 1.6 2.2
-0.4 -0.1 -0.8
-0.5 0.2 -0.7
-0.3 -1.1 -1.4
1.2 -1.3 -0.6
0.3 0.2 0.5
0.1 0.5 -0.1
-0.4 0.1 0.1
1.0 0.7 -0.4
-0.3 0.6 0.9
-0.2 -0.6 0.9
-1.5 -0.2 -1.3
-0.5 0.1 -2.6
-1.5 -2.4 0.5
0.1 1.4 -1.2
0.9 0.2 2.7
-2.4 1.1 1.2
0.8 -0.1 -1.3
0.6 -1.1 0.2
1.9 0.9 0.3
-3.7 1.4 -0.9
6.2 -2.4 -5.5
-0.4 1.1 -0.3
-0.3 1.2 1.6
0.2 0.0 -0.2
-2.3 1.3 6.9
-0.3 0.2 -2.3
0.6 -3.5 -1.2
0.2 0.5 2.1
-1.6 2.4 3.0
-4.6 -3.1 2.5
2.3 -0.9 1.2
-0.9 -0.6 -1.6
0.2 1.0 0.2
5.1 0.6 -7.0
-1.6 0.2 -0.4
0.8 -0.3 1.8
0.2 0.3 0.4
5.3 1.5 1.2
-1.6 4.8 3.8
0.0 -2.6 1.3
-0.6 0.6 -1.2
0.3 -0.1 -1.2
-4.9 -4.2 -3.6
0.4 1.1 -0.2
1.5 0.2 0.8
-0.9 -1.2 -0.9
-0.8 3.5 -2.0
-2.7 1.6 -2.6
0.7 -0.3 3.5
-1.6 -2.2 0.3
1.5 -0.4 -0.6
4.7 -1.7 0.9
-0.7 -0.9 -1.0
-1.1 -0.1 1.5
-0.1 0.6 0.0

Values from the calculation:
Energy above the lowest of the compared OMol25 structures with the same formula, charge and spin (kJ/mol): 1674.7
Total energy (Ha): -8339.3080
E_HOMO (eV): -4.81
Gap between HOMO and LUMO (eV): 1.58
Total charge: -3
Spin multiplicity: 1